Here is C46H49MnN4P3SSe2 as an isolated structure in a non-equilibrium geometry from OMol25. Energies are from ωB97M-V/def2-TZVPD.

Computed properties:
Calculated total energy (hartree): -9377.4654
Total charge: -1
Multiplicity: 5
Kohn-Sham gap (alpha / beta) (Eh): 0.1766 / 0.2040
ΔE to the lowest compared entry with this formula, charge and spin (eV): 0.000

Each line ends with the Mulliken spin population.
CARTESIAN COORDINATES (ANGSTROEM)
Mn -0.099 -0.111 -0.147  3.58
Se 0.070 0.148 7.070  0.00
P 1.626 0.342 5.659  0.00
C 2.513 1.896 5.956  0.00
C 3.201 2.079 7.157  0.00
C 3.718 3.324 7.485  0.00
C 3.523 4.403 6.628  0.00
C 2.826 4.228 5.442  0.00
C 2.330 2.973 5.100  0.00
C 2.806 -1.033 5.837  0.00
C 4.169 -0.868 6.039  0.00
C 5.003 -1.979 6.173  0.00
C 4.471 -3.255 6.105  0.00
C 3.102 -3.426 5.917  0.00
C 2.274 -2.322 5.790  0.00
C 1.121 0.321 3.913  0.00
C 1.718 0.194 2.638  0.03
N 0.703 0.128 1.775  -0.09
N -0.441 0.306 2.421  -0.02
N -0.221 0.411 3.716  0.01
P 3.364 0.140 1.862  0.06
Se 3.331 0.368 -0.226  -0.01
C 4.390 1.439 2.615  0.00
C 4.325 2.717 2.073  0.00
C 5.127 3.730 2.583  0.00
C 6.000 3.470 3.632  0.00
C 6.071 2.198 4.173  0.00
C 5.264 1.182 3.658  0.00
C 4.138 -1.412 2.375  -0.01
C 5.503 -1.597 2.150  0.00
C 6.095 -2.823 2.413  0.00
C 5.319 -3.880 2.880  0.00
C 3.962 -3.704 3.087  0.00
C 3.367 -2.467 2.839  0.01
H 3.295 1.253 7.854  0.00
H 4.250 3.459 8.421  0.00
H 3.911 5.382 6.891  0.00
H 2.668 5.068 4.773  0.00
H 1.779 2.837 4.176  0.00
H 4.588 0.126 6.095  0.00
H 6.069 -1.840 6.321  0.00
H 5.121 -4.119 6.200  0.00
H 2.680 -4.424 5.866  0.00
H 1.205 -2.449 5.657  0.00
H 3.668 2.894 1.226  0.00
H 5.074 4.724 2.153  0.00
H 6.622 4.263 4.034  0.00
H 6.753 1.989 4.989  0.00
H 5.339 0.179 4.052  0.00
H 6.097 -0.782 1.751  0.00
H 7.156 -2.961 2.237  0.00
H 5.778 -4.845 3.075  0.00
H 3.354 -4.527 3.442  0.00
H 2.303 -2.332 2.988  0.00
S -0.130 0.349 -2.594  -0.01
C 0.206 1.897 -1.898  0.01
C 0.489 3.100 -2.588  0.01
C 0.810 4.229 -1.876  0.01
C 0.847 4.197 -0.478  0.00
C 0.536 3.007 0.137  0.02
N 0.211 1.907 -0.544  -0.05
H 0.462 3.092 -3.670  0.00
H 1.037 5.150 -2.400  0.00
H 1.107 5.068 0.111  0.00
H 0.525 2.908 1.219  0.01
C -5.482 0.620 -0.678  0.00
C -4.057 0.300 -1.141  0.01
C -3.510 1.591 -1.773  0.01
C -4.102 -0.773 -2.234  0.00
P -2.826 -0.230 0.220  -0.04
C -3.268 1.039 1.502  -0.05
C -4.010 0.846 2.666  -0.01
C -4.208 1.876 3.588  0.00
C -3.682 3.137 3.355  0.00
C -2.941 3.351 2.198  0.00
C -2.729 2.313 1.299  0.00
C -3.383 -1.915 0.904  -0.03
C -2.601 -2.147 2.214  0.03
C -2.912 -3.030 -0.052  -0.05
C -4.886 -2.130 1.139  0.01
H -6.042 1.028 -1.533  0.00
H -5.490 1.374 0.110  0.00
H -6.025 -0.253 -0.318  0.00
H -4.121 1.820 -2.657  0.00
H -2.474 1.485 -2.095  0.00
H -3.592 2.441 -1.093  0.00
H -4.598 -0.352 -3.118  0.00
H -4.670 -1.652 -1.925  0.00
H -3.099 -1.093 -2.534  0.00
H -4.421 -0.125 2.900  0.00
H -4.765 1.678 4.499  0.00
H -3.824 3.934 4.077  0.00
H -2.496 4.322 2.005  0.00
H -2.097 2.483 0.439  0.00
H -1.530 -2.154 2.012  0.00
H -2.882 -3.138 2.594  0.00
H -2.794 -1.408 2.995  0.00
H -1.883 -2.866 -0.381  0.01
H -3.565 -3.145 -0.919  0.01
H -2.932 -3.979 0.504  -0.02
H -5.372 -1.357 1.735  0.00
H -5.013 -3.087 1.666  0.00
H -5.427 -2.213 0.195  0.00
C 0.285 -1.949 -0.225  0.61
H 0.630 -2.587 0.589  -0.03
H 0.379 -2.431 -1.195  -0.03